# 1
This record from the OMol25 dataset describes C48H71AsBN9S3Sc as an isolated structure. The level of theory is wB97M-V/def2-TZVPD.

Computed properties:
Charge: +1
F_max in eV/Å: 0.75
LUMO energy in eV: -1.932
DFT total energy in eV: -179062.186
2S+1: 1
Kohn-Sham gap in eV: 7.775

Element x y z (Å)
1 Sc 0.986467 -0.774265 -0.147159
2 C 3.128660 -3.876965 -1.933309
3 C 2.634709 -3.794602 -0.524995
4 C 3.084978 -4.614790 0.516252
5 C 2.302727 -4.303273 1.600996
6 C 2.302728 -4.921620 2.956758
7 N 1.447373 -3.314934 1.231410
8 N 1.662067 -2.993716 -0.095539
9 B 0.016241 -3.256312 1.835523
10 N -0.861560 -4.283481 1.117908
11 N -0.559684 -4.702249 -0.146716
12 C -1.342820 -5.738760 -0.394754
13 C -1.220292 -6.483708 -1.684145
14 C -2.181776 -6.004893 0.703241
15 C -1.835840 -5.065890 1.647148
16 C -2.408767 -4.856768 3.006264
17 N -0.602656 -1.802902 1.771502
18 N -1.020003 -1.300912 0.543334
19 C -2.163383 -0.639054 0.748815
20 C -2.977357 -0.047043 -0.345525
21 C -2.470711 -0.649660 2.114513
22 C -1.470632 -1.365955 2.724430
23 C -1.279258 -1.621923 4.180432
24 H 3.370522 -4.915847 -2.156493
25 H 2.365971 -3.575679 -2.648403
26 H 4.044847 -3.303302 -2.098437
27 H 3.856370 -5.363810 0.465588
28 H 3.258835 -5.411450 3.131526
29 H 2.135433 -4.181874 3.736570
30 H 1.515283 -5.672584 3.038235
31 H 0.087015 -3.507878 3.002317
32 H -2.167281 -6.526361 -2.226102
33 H -0.471509 -6.004750 -2.314891
34 H -0.898514 -7.512045 -1.512570
35 H -2.927438 -6.775145 0.804684
36 H -3.162318 -5.616825 3.202705
37 H -1.650202 -4.920709 3.788009
38 H -2.896592 -3.883024 3.084376
39 H -2.364021 0.213570 -1.205894
40 H -3.735021 -0.764808 -0.669946
41 H -3.482930 0.851772 0.002539
42 H -3.300544 -0.159694 2.594764
43 H -1.724723 -0.801779 4.742630
44 H -1.750125 -2.551436 4.499270
45 H -0.223391 -1.682205 4.433661
46 N 2.912361 -0.802343 1.154287
47 C 4.176132 -0.182373 0.701975
48 C 4.654672 -0.784248 -0.608881
49 C 3.925302 -0.245501 -1.825081
50 N 2.518695 -0.715005 -1.901037
51 H 3.082957 -1.786840 1.345906
52 H 2.652639 -0.389555 2.044065
53 H 4.944317 -0.316647 1.468045
54 H 4.003041 0.888669 0.593989
55 H 4.574435 -1.873843 -0.547739
56 H 5.717714 -0.567895 -0.730268
57 H 4.448397 -0.516908 -2.745527
58 H 3.897034 0.840673 -1.777521
59 H 2.525526 -1.692854 -2.181700
60 H 2.055834 -0.218412 -2.661789
61 C -4.019596 -1.695251 -4.536960
62 C -3.629929 -0.228494 -4.459119
63 S -1.980577 0.163874 -3.824039
64 C -0.863604 -0.413299 -5.126431
65 C 0.145334 -1.541578 -4.790866
66 S 0.091832 -2.354990 -3.176009
67 C -1.507294 -3.202629 -3.329800
68 C -2.550013 -2.774702 -2.311237
69 S -4.223310 -2.606124 -2.992921
70 H -3.360205 -2.231608 -5.222726
71 H -5.013003 -1.761962 -4.987826
72 H -4.294804 0.296203 -3.769976
73 H -3.751808 0.236973 -5.439511
74 H -0.299225 0.457518 -5.459147
75 H -1.481128 -0.718241 -5.971051
76 H 1.162845 -1.158664 -4.891657
77 H 0.051749 -2.334908 -5.533412
78 H -1.322689 -4.271784 -3.273937
79 H -1.832912 -2.991547 -4.344470
80 H -2.234510 -1.854410 -1.836107
81 H -2.650421 -3.531232 -1.531279
82 C -1.378682 3.481693 6.722366
83 C -1.165885 3.122476 5.280342
84 C -0.205115 2.207374 4.889135
85 C 0.006963 1.886425 3.550289
86 C 1.080275 0.886600 3.256080
87 C -0.738735 2.506981 2.550026
88 As -0.706778 2.207113 0.585537
89 N 0.891754 1.273250 0.003277
90 C 1.392009 1.983389 -1.130264
91 C 0.645619 1.997349 -2.312925
92 C 1.082092 2.689480 -3.432659
93 C 2.274015 3.400846 -3.390194
94 C 3.014284 3.412397 -2.216462
95 C 2.581090 2.709507 -1.100299
96 C -0.232447 4.032305 0.062235
97 C -0.999606 4.636182 -0.939950
98 C -2.160262 3.976401 -1.640805
99 C -0.710527 5.946068 -1.323576
100 C 0.319030 6.667436 -0.748886
101 C 0.626677 8.073719 -1.178130
102 C 1.081179 6.045718 0.234354
103 C 0.832075 4.745466 0.645314
104 C 1.728445 4.170859 1.708563
105 C -1.762864 3.395790 2.935118
106 C -2.711508 4.057462 1.965663
107 C -1.945779 3.690012 4.281372
108 H -0.757768 2.875352 7.380688
109 H -2.419616 3.338945 7.014940
110 H -1.132991 4.529103 6.903896
111 H 0.399036 1.716492 5.645837
112 H 1.152390 0.149676 4.057558
113 H 2.058138 1.368034 3.147220
114 H 0.865410 0.364789 2.329472
115 H -0.303141 1.476380 -2.343849
116 H 0.469199 2.692381 -4.326510
117 H 2.613136 3.955811 -4.254408
118 H 3.933783 3.981449 -2.163874
119 H 3.145413 2.755566 -0.178107
120 H -2.233082 2.904873 -1.462001
121 H -2.079595 4.124919 -2.718709
122 H -3.102254 4.428677 -1.320260
123 H -1.312705 6.406651 -2.099781
124 H -0.071053 8.418501 -1.939591
125 H 1.635735 8.144750 -1.587490
126 H 0.571246 8.761084 -0.332711
127 H 1.905028 6.588007 0.687335
128 H 2.718820 4.623388 1.637500
129 H 1.837866 3.092410 1.614197
130 H 1.334895 4.376294 2.706315
131 H -3.001006 3.405513 1.137118
132 H -2.278948 4.958045 1.527602
133 H -3.625556 4.338706 2.487632
134 H -2.736403 4.381348 4.553638

Atoms 1-3, force components in eV/Å:
Sc 0.6944 0.2177 -0.1853
C 0.0491 -0.0075 -0.0608
C -0.0003 0.0341 -0.0068

# 2
This record from the OMol25 dataset describes C27H33Ge2N3O7STc as an isolated structure in a non-equilibrium geometry. The level of theory is wB97M-V/def2-TZVPD.

Computed properties:
Charge: +2
F_max in eV/Å: 4.65
LUMO energy (alpha / beta) in eV: -7.079 / -7.674
DFT total energy in eV: -173383.313
2S+1: 4
Kohn-Sham gap (alpha / beta) in eV: 6.447 / 5.858

Element x y z (Å)
1 Tc -0.114479 0.219485 -0.973706
2 O -4.873474 -3.527477 -1.558012
3 C -3.827227 -2.737600 -1.379758
4 C -3.072867 -2.710384 -0.193964
5 C -2.016316 -1.865374 -0.134974
6 N -1.703163 -1.065023 -1.155674
7 C -2.409499 -1.081508 -2.290512
8 C -3.479696 -1.900337 -2.447677
9 C -1.847680 -0.110150 -3.297154
10 O -2.325043 0.109726 -4.348443
11 O -0.708863 0.476775 -2.789867
12 C -1.047230 -1.742673 1.011909
13 O -1.131833 -2.345397 2.026037
14 O -0.060907 -0.830126 0.728386
15 H -5.070638 -4.070534 -0.786617
16 H -3.298248 -3.340761 0.661247
17 H -4.046995 -1.902540 -3.372849
18 C 2.115115 -2.566793 3.347562
19 C 0.988395 -2.006702 2.455760
20 Ge 1.539743 -0.422085 1.565375
21 C 2.678667 -0.650962 0.059461
22 C 4.120941 -0.832929 0.581313
23 C 1.850858 1.070012 2.720180
24 C 1.471426 2.345524 2.697756
25 Ge 0.173411 2.878120 1.405033
26 C -1.511630 2.084602 1.861443
27 C -2.366238 2.964447 2.793171
28 C 0.252901 4.265307 0.105604
29 C 0.068342 5.682535 0.676453
30 C 1.816621 3.379981 3.707569
31 C 1.007309 4.510441 3.827884
32 C 1.251459 5.484391 4.787182
33 C 2.336234 5.338365 5.635765
34 C 3.164543 4.227678 5.517845
35 C 2.910002 3.259214 4.561198
36 H 1.769581 -3.488899 3.816350
37 H 2.389373 -1.878360 4.151788
38 H 3.019515 -2.806714 2.781275
39 H 0.086608 -1.792068 3.020169
40 H 0.720836 -2.697986 1.657631
41 H 2.600817 0.216606 -0.586504
42 H 2.329973 -1.526211 -0.486013
43 H 4.480760 0.054485 1.107293
44 H 4.789488 -1.006840 -0.261987
45 H 4.216006 -1.687176 1.256933
46 H 2.481812 0.737134 3.551846
47 H -1.275264 1.130352 2.331210
48 H -2.049822 1.880548 0.925923
49 H -1.867175 3.133598 3.749806
50 H -3.317630 2.475439 3.000483
51 H -2.587296 3.937384 2.347562
52 H -0.547314 4.015369 -0.590960
53 H 1.199390 4.151603 -0.414564
54 H -0.881781 5.795293 1.205411
55 H 0.069318 6.399560 -0.144763
56 H 0.875015 5.955327 1.356921
57 H 0.138667 4.638582 3.172870
58 H 0.600687 6.348316 4.870128
59 H 2.542502 6.095030 6.384208
60 H 4.016496 4.117109 6.179531
61 H 3.583919 2.413171 4.469271
62 O 1.168577 1.687232 -1.141549
63 O 0.872320 1.381536 0.263034
64 S 0.733489 -2.484993 -2.195669
65 C 1.971533 -3.551648 -1.758706
66 N 2.141692 -4.670546 -2.523378
67 C 3.108420 -5.589010 -2.302195
68 C 3.954549 -5.421280 -1.263311
69 C 3.755764 -4.275645 -0.487244
70 N 2.809767 -3.370703 -0.707977
71 H 1.512705 -4.780016 -3.303103
72 H 3.158328 -6.423467 -2.987783
73 H 4.746933 -6.127451 -1.061216
74 H 4.408804 -4.080105 0.357055

Atoms 1-3, force components in eV/Å:
Tc 0.0536 -0.0055 -1.5344
O 0.1365 0.1631 -0.0935
C -0.2751 -0.1667 0.0082

# 3
This record from the OMol25 dataset describes the molecule C4H8S2 in a non-equilibrium geometry. The level of theory is wB97M-V/def2-TZVPD.

Computed properties:
F_max in eV/Å: 3.16
LUMO energy in eV: 0.787
DFT total energy in eV: -25946.949
Structure (SMILES): C=CSCCS
2S+1: 1
Kohn-Sham gap in eV: 9.261

Element x y z (Å)
1 C -0.446469 2.810727 1.670909
2 C 0.145754 1.755065 1.008642
3 S -0.483435 0.792545 -0.347748
4 C 0.098059 -0.824829 0.071805
5 C -0.152485 -1.863401 -1.057603
6 S 0.698915 -1.365895 -2.589261
7 H 0.207118 3.167648 2.452334
8 H -1.498628 3.087413 1.673589
9 H 1.231914 1.661719 1.169944
10 H -0.294150 -1.204408 1.019415
11 H 1.168752 -0.732986 0.191902
12 H -1.238751 -1.989528 -1.255286
13 H 0.274595 -2.846407 -0.745373
14 H 0.288811 -2.447663 -3.263268

Atoms 1-3, force components in eV/Å:
C 1.0303 -2.9190 -0.6543
C -0.4885 1.9454 0.3841
S -0.9060 1.2281 0.1176

# 4
This record from the OMol25 dataset describes a 10-piece molecular cluster, C7H34N14O10 overall in a non-equilibrium geometry. The level of theory is wB97M-V/def2-TZVPD.

Computed properties:
F_max in eV/Å: 4.83
LUMO energy in eV: 0.188
DFT total energy in eV: -49155.634
Structure (SMILES): NC(N)=O.NC(N)=O.NC(N)=O.NC(N)=O.NC(N)=O.NC(N)=O.NC(N)=O.O.O.O
2S+1: 1
Kohn-Sham gap in eV: 9.890

Element x y z (Å)
1 N -0.559950 -1.609604 3.054277
2 C 0.205167 -1.511839 4.175560
3 N -0.235407 -0.527917 5.040180
4 O 1.090814 -2.295456 4.464130
5 H -1.353089 -0.945398 2.997335
6 H -0.550206 -2.511881 2.593912
7 H 0.334013 -0.134251 5.735406
8 H -0.835885 0.129402 4.529117
9 N -0.268335 -3.364023 0.353417
10 C -0.623153 -4.625434 0.563155
11 N 0.233343 -5.401481 1.292463
12 O -1.662682 -5.140136 0.085423
13 H -0.788671 -2.725635 -0.214803
14 H 0.633941 -3.028417 0.565891
15 H 0.004880 -6.348238 1.162838
16 H 1.162322 -5.107538 1.582117
17 N -3.583314 -3.796801 -1.333496
18 C -3.168464 -2.579468 -1.789088
19 N -3.812579 -1.929980 -2.804615
20 O -2.270745 -1.947753 -1.181002
21 H -2.922978 -4.307610 -0.694893
22 H -4.279886 -4.215753 -1.945818
23 H -4.145497 -2.550370 -3.509449
24 H -3.476732 -1.041982 -3.151197
25 N 1.271905 -0.606403 -2.995036
26 C 1.869612 0.587858 -2.822939
27 N 3.029339 0.706159 -3.509840
28 O 1.461327 1.516428 -2.102344
29 H 1.303524 -1.013297 -3.883492
30 H 0.393981 -0.857189 -2.599755
31 H 3.425886 -0.139996 -3.899797
32 H 3.571582 1.518640 -3.378906
33 N 1.575698 4.821570 -0.774178
34 C 1.440531 4.126752 0.376576
35 N 1.591453 2.777027 0.294194
36 O 1.250280 4.775288 1.412132
37 H 1.584450 4.224446 -1.535997
38 H 1.596103 5.842509 -0.732350
39 H 1.200014 2.261221 1.027493
40 H 1.553678 2.325709 -0.594920
41 N -1.339556 2.436970 -3.648223
42 C -1.949992 1.296831 -3.154194
43 N -1.474547 0.804260 -1.995426
44 O -2.939390 0.748150 -3.639600
45 H -1.608743 2.736382 -4.616571
46 H -0.447293 2.770336 -3.265064
47 H -1.989592 -0.040934 -1.712855
48 H -0.564786 0.996696 -1.705836
49 N -0.287112 3.154558 3.580262
50 C -1.348576 2.567961 2.932810
51 N -1.586897 3.016634 1.729214
52 O -2.082723 1.703820 3.428074
53 H -0.053791 2.981190 4.531675
54 H 0.263258 3.861011 3.072371
55 H -1.065503 3.897437 1.524237
56 H -2.244815 2.685819 1.018526
57 O 2.424818 -3.486558 2.235165
58 H 2.194434 -3.321633 3.245087
59 H 3.028864 -2.734402 2.066277
60 O 4.079104 2.889322 -2.070395
61 H 3.648692 2.638757 -1.275233
62 H 4.643667 3.679650 -1.879856
63 O 1.383664 -0.071657 0.948112
64 H 0.444692 -0.372292 0.886848
65 H 1.625852 -0.187471 1.912895

Atoms 1-3, force components in eV/Å:
N -0.4023 0.8811 -0.1702
C -0.7158 0.0334 1.4143
N -1.2974 0.1569 -2.3100